(1)
Entry from the Open Molecules 2025 dataset: C2HCl2O3 as an isolated structure at a distorted geometry (the ωB97M-V functional and the def2-TZVPD basis).

**Molar mass**: 143.933 g/mol
**LUMO energy**: 3.663 eV
**Gap between HOMO and LUMO**: 8.7 eV
**Energy relative to the best compared isomer or geometry (same formula, charge and spin)**: 78.3 kJ/mol

```
! RIJCOSX wB97M-V def2-TZVPD def2/J DEFGRID3
* xyz -1 1
C 0.2076 0.9818 -0.0399
C -0.4135 -0.4977 0.0200
O -0.5470 1.9597 0.0254
O 1.4325 0.8569 -0.0834
O 0.6255 -1.3017 0.1563
Cl -1.4387 -0.7434 -1.4777
Cl -1.4022 -0.7919 1.4126
H 1.5357 -0.4636 -0.0132
*
```

***

(2)
Entry from the Open Molecules 2025 dataset: a 2-piece molecular cluster, C2HCl2O3S overall at a distorted geometry (the ωB97M-V functional and the def2-TZVPD basis).

**Molar mass**: 176.000 g/mol
**LUMO energy**: 3.465 eV
**Gap between HOMO and LUMO**: 7.2 eV
**Energy relative to the best compared isomer or geometry (same formula, charge and spin)**: 232.8 kJ/mol

```
! RIJCOSX wB97M-V def2-TZVPD def2/J DEFGRID3
* xyz -1 1
C -1.9600 0.4699 -0.7738
C -0.2339 0.4844 0.6116
O 0.1609 -0.9626 -2.1251
O -2.8705 0.3724 0.0137
O -1.5711 1.1082 -1.8874
S -1.2506 -0.5397 -2.1552
Cl 0.2390 2.2507 0.7316
Cl -0.9062 -0.1584 2.0255
H 0.7856 0.2143 0.4504
*
```

***

(3)
Entry from the Open Molecules 2025 dataset: C2HCl3OS as an isolated structure at a distorted geometry (the ωB97M-V functional and the def2-TZVPD basis).

**Molar mass**: 179.455 g/mol
**LUMO energy**: -0.499 eV
**Gap between HOMO and LUMO**: 9.5 eV
**Energy relative to the best compared isomer or geometry (same formula, charge and spin)**: 248.1 kJ/mol

```
! RIJCOSX wB97M-V def2-TZVPD def2/J DEFGRID3
* xyz 0 1
C -0.7903 -0.0614 -0.1337
C 1.2130 -0.4114 0.1019
O -2.7884 1.4121 -0.1636
S -1.3269 1.4621 -0.1575
Cl 1.5466 -1.8723 -0.7624
Cl 1.4975 -0.5259 1.8088
Cl 1.9778 0.9837 -0.6143
H -1.3293 -0.9869 -0.0792
*
```

***

(4)
Entry from the Open Molecules 2025 dataset: a 2-piece molecular cluster, C2HCl3OS overall at a distorted geometry (the ωB97M-V functional and the def2-TZVPD basis).

**Molar mass**: 179.455 g/mol
**LUMO energy (alpha / beta)**: -1.157 / -1.481 eV
**Gap between HOMO and LUMO (alpha / beta)**: 8.2 / 8.4 eV
**Energy relative to the best compared isomer or geometry (same formula, charge and spin)**: 473.5 kJ/mol

```
! RIJCOSX wB97M-V def2-TZVPD def2/J DEFGRID3
* xyz 0 1
C 0.0967 -0.3334 1.3628
C -0.6216 0.0586 -1.3856
O 2.0725 0.5882 2.4722
S 1.5120 0.4347 1.1342
Cl 0.7601 -0.3409 -2.3989
Cl -1.2098 1.6157 -1.6194
Cl -1.9076 -1.2226 -1.4066
H -0.7024 -0.8002 1.8413
*
```

***

(5)
Entry from the Open Molecules 2025 dataset: a 2-piece molecular cluster, C2HCl3S overall at a distorted geometry (the ωB97M-V functional and the def2-TZVPD basis).

**Molar mass**: 163.456 g/mol
**LUMO energy (alpha / beta)**: -3.192 / -3.202 eV
**Gap between HOMO and LUMO (alpha / beta)**: 5.1 / 5.1 eV
**Energy relative to the best compared isomer or geometry (same formula, charge and spin)**: 381.0 kJ/mol

```
! RIJCOSX wB97M-V def2-TZVPD def2/J DEFGRID3
* xyz 0 1
C 1.3927 0.0006 0.0529
C 0.2764 0.6184 0.2078
S -2.0068 -1.7711 -0.3673
Cl 2.8978 0.8409 -0.3933
Cl -0.5570 1.9999 0.1750
Cl -3.5424 -0.6331 0.1548
H 1.5392 -1.0556 0.1701
*
```

***

(6)
Entry from the Open Molecules 2025 dataset: C2HCl3S as an isolated structure at a distorted geometry (the ωB97M-V functional and the def2-TZVPD basis).

**Molar mass**: 163.456 g/mol
**LUMO energy**: -0.995 eV
**Gap between HOMO and LUMO**: 8.2 eV
**Energy relative to the best compared isomer or geometry (same formula, charge and spin)**: 158.1 kJ/mol

```
! RIJCOSX wB97M-V def2-TZVPD def2/J DEFGRID3
* xyz 0 1
C 1.1189 -0.0139 -0.5657
C 0.0401 -0.3222 0.1541
S -1.6135 1.1996 -0.4089
Cl 2.7678 -0.5810 -0.2447
Cl -0.3891 -1.1526 1.5292
Cl -2.8903 0.2260 0.8560
H 0.9661 0.6441 -1.3199
*
```

***

(7)
Entry from the Open Molecules 2025 dataset: a single C2HClF2O molecule at a distorted geometry (the ωB97M-V functional and the def2-TZVPD basis).

**Molar mass**: 114.478 g/mol
**LUMO energy**: 0.594 eV
**Gap between HOMO and LUMO**: 11.2 eV
**SMILES string**: O=CC(F)(F)Cl
**Energy relative to the best compared isomer or geometry (same formula, charge and spin)**: 24.5 kJ/mol

```
! RIJCOSX wB97M-V def2-TZVPD def2/J DEFGRID3
* xyz 0 1
O -1.5224 -0.9003 0.3257
C -0.7103 -0.4729 -0.3655
C 0.4515 0.3465 0.2701
F 0.5894 1.4354 -0.4659
F 0.1027 0.6606 1.4676
Cl 1.8379 -0.7437 0.2321
H -0.7487 -0.3256 -1.4641
*
```

***

(8)
Entry from the Open Molecules 2025 dataset: a 2-piece molecular cluster, C2HClF2O overall at a distorted geometry (the ωB97M-V functional and the def2-TZVPD basis).

**Molar mass**: 114.478 g/mol
**LUMO energy (alpha / beta)**: -0.015 / -0.445 eV
**Gap between HOMO and LUMO (alpha / beta)**: 8.8 / 8.6 eV
**Energy relative to the best compared isomer or geometry (same formula, charge and spin)**: 274.3 kJ/mol

```
! RIJCOSX wB97M-V def2-TZVPD def2/J DEFGRID3
* xyz 0 1
C 0.3092 -0.8576 -1.1213
C -0.4230 0.5576 0.8452
O -0.3393 -1.7581 -1.4892
F -0.6673 -0.4432 1.6837
F 0.6815 1.3667 1.0472
Cl 1.7055 -0.0979 -1.6423
H -1.2666 1.2325 0.6767
*
```

***

(9)
Entry from the Open Molecules 2025 dataset: a 2-piece molecular cluster, C2HClF2S overall (the ωB97M-V functional and the def2-TZVPD basis).

**Molar mass**: 130.546 g/mol
**LUMO energy**: -1.354 eV
**Gap between HOMO and LUMO**: 7.5 eV
**SMILES string**: FC(F)=C=S.Cl
**Energy relative to the best compared isomer or geometry (same formula, charge and spin)**: 147.5 kJ/mol

```
! RIJCOSX wB97M-V def2-TZVPD def2/J DEFGRID3
* xyz 0 1
F -1.8230 0.3841 0.7105
C -1.1177 -0.5813 0.1085
F -0.6330 -1.4376 1.0057
C -0.8828 -0.5962 -1.1773
S -0.7370 -0.6174 -2.7266
Cl 3.1283 1.3528 0.6912
H 2.0652 1.4956 1.3879
*
```

***

(10)
Entry from the Open Molecules 2025 dataset: C2HClFN3 as an isolated structure at a distorted geometry (the ωB97M-V functional and the def2-TZVPD basis).

**Molar mass**: 121.502 g/mol
**LUMO energy**: 0.419 eV
**Gap between HOMO and LUMO**: 11.4 eV
**Energy relative to the best compared isomer or geometry (same formula, charge and spin)**: 352.7 kJ/mol

```
! RIJCOSX wB97M-V def2-TZVPD def2/J DEFGRID3
* xyz 0 1
C -1.2675 0.1107 -0.1763
C 1.0154 -0.0086 0.1133
N -0.7826 -0.0216 -1.3481
N -0.2538 -0.4629 0.5819
N 0.3013 -0.8396 -0.7183
F 2.1390 -0.5992 0.9618
Cl -2.6033 0.7697 0.5697
H 1.4515 1.0514 0.0161
*
```

***

(11)
Entry from the Open Molecules 2025 dataset: a 2-piece molecular cluster, C2HClFNO3 overall at a distorted geometry (the ωB97M-V functional and the def2-TZVPD basis).

**Molar mass**: 141.485 g/mol
**LUMO energy (alpha / beta)**: -4.115 / -4.125 eV
**Gap between HOMO and LUMO (alpha / beta)**: 7.6 / 7.6 eV
**Energy relative to the best compared isomer or geometry (same formula, charge and spin)**: 213.7 kJ/mol

```
! RIJCOSX wB97M-V def2-TZVPD def2/J DEFGRID3
* xyz 0 1
C 0.4564 -1.2318 -0.7824
C 0.3944 0.1189 -0.1491
N 0.7114 1.3296 -0.8979
O 0.8839 -1.5719 -1.8191
O 0.6212 1.3340 -2.0845
O 1.0888 2.2073 -0.1632
F -0.1339 -2.2323 -0.0185
Cl 2.6996 -0.0709 0.7156
H 0.2229 0.2371 0.9020
*
```

***

(12)
Entry from the Open Molecules 2025 dataset: a single C2HClN2 molecule at a distorted geometry (the ωB97M-V functional and the def2-TZVPD basis).

**Molar mass**: 88.497 g/mol
**LUMO energy (alpha / beta)**: -0.235 / -0.235 eV
**Gap between HOMO and LUMO (alpha / beta)**: 8.6 / 8.6 eV
**SMILES string**: [H]/N=N/C#CCl
**Energy relative to the best compared isomer or geometry (same formula, charge and spin)**: 451.3 kJ/mol

```
! RIJCOSX wB97M-V def2-TZVPD def2/J DEFGRID3
* xyz 0 1
H -2.1406 -0.9674 -0.0654
N -1.4587 -0.2753 0.2660
N -0.8063 0.5851 -0.3709
C 0.3540 0.9623 0.2597
C 1.4358 0.3688 0.1117
Cl 2.6156 -0.6734 -0.2011
*
```

***

(13)
Entry from the Open Molecules 2025 dataset: a single C2HClN2O molecule at a distorted geometry (the ωB97M-V functional and the def2-TZVPD basis).

**Molar mass**: 104.496 g/mol
**LUMO energy**: 0.706 eV
**Gap between HOMO and LUMO**: 11.3 eV
**SMILES string**: Clc1ncno1
**Energy relative to the best compared isomer or geometry (same formula, charge and spin)**: 113.6 kJ/mol

```
! RIJCOSX wB97M-V def2-TZVPD def2/J DEFGRID3
* xyz 0 1
Cl 0.2193 0.2287 -2.6339
C 0.0761 0.1355 -0.9393
N 0.2044 -0.9525 -0.1995
C 0.0098 -0.4486 1.0274
N -0.2849 0.8633 1.0884
O -0.2318 1.2067 -0.2563
H 0.0071 -1.0332 1.9133
*
```

***

(14)
Entry from the Open Molecules 2025 dataset: C2HClN2O as an isolated structure at a distorted geometry (the ωB97M-V functional and the def2-TZVPD basis).

**Molar mass**: 104.496 g/mol
**LUMO energy**: -3.521 eV
**Gap between HOMO and LUMO**: 7.8 eV
**Energy relative to the best compared isomer or geometry (same formula, charge and spin)**: 324.7 kJ/mol

```
! RIJCOSX wB97M-V def2-TZVPD def2/J DEFGRID3
* xyz 0 1
C 0.3764 1.4236 -0.0722
C -0.7518 -0.8331 0.0164
N 0.4465 2.5359 0.1669
N 0.1852 0.0940 -0.2136
O -0.6061 -2.0401 0.1270
Cl 2.1977 -0.6744 0.0209
H -1.8479 -0.5060 -0.0455
*
```

***

(15)
Entry from the Open Molecules 2025 dataset: C2HClNO3 as an isolated structure at a distorted geometry (the ωB97M-V functional and the def2-TZVPD basis).

**Molar mass**: 122.487 g/mol
**LUMO energy**: 3.603 eV
**Gap between HOMO and LUMO**: 8.7 eV
**Energy relative to the best compared isomer or geometry (same formula, charge and spin)**: 13.2 kJ/mol

```
! RIJCOSX wB97M-V def2-TZVPD def2/J DEFGRID3
* xyz -1 1
C -1.1485 -1.1742 1.2202
C 0.5007 0.6129 -1.8554
N -0.0094 -0.8598 1.3797
O 1.5464 0.9554 -2.2250
O -2.2611 -1.5083 1.1881
O -0.5617 0.2850 -1.6195
Cl 1.4749 1.5357 0.7348
H 0.4587 0.1533 1.1771
*
```

***

(16)
Entry from the Open Molecules 2025 dataset: a 2-piece molecular cluster, C2HClO2 overall at a distorted geometry (the ωB97M-V functional and the def2-TZVPD basis).

**Molar mass**: 92.481 g/mol
**LUMO energy**: -0.350 eV
**Gap between HOMO and LUMO**: 8.5 eV
**Energy relative to the best compared isomer or geometry (same formula, charge and spin)**: 252.7 kJ/mol

```
! RIJCOSX wB97M-V def2-TZVPD def2/J DEFGRID3
* xyz 0 1
C 0.5187 0.5027 -1.3876
C -0.7680 0.0374 1.4076
O 0.5279 0.9211 -2.4498
O 0.7900 0.0719 -0.3314
Cl -1.3336 -1.3661 0.7919
H 0.2651 -0.1670 1.9693
*
```

***

(17)
Entry from the Open Molecules 2025 dataset: C2HClO2S as an isolated structure at a distorted geometry (the ωB97M-V functional and the def2-TZVPD basis).

**Molar mass**: 124.548 g/mol
**LUMO energy**: -1.547 eV
**Gap between HOMO and LUMO**: 7.4 eV
**Energy relative to the best compared isomer or geometry (same formula, charge and spin)**: 169.5 kJ/mol

```
! RIJCOSX wB97M-V def2-TZVPD def2/J DEFGRID3
* xyz 0 1
C 1.2745 -0.0137 0.2737
C 0.1480 0.6950 -0.2118
O 1.6830 0.0015 1.4080
O -0.5698 1.4627 -0.6760
S -1.2991 -1.1882 0.1440
Cl -2.9059 -0.3096 -0.4317
H 1.6693 -0.6476 -0.5062
*
```

***

(18)
Entry from the Open Molecules 2025 dataset: C2HClO3 as an isolated structure at a distorted geometry (the ωB97M-V functional and the def2-TZVPD basis).

**Molar mass**: 108.480 g/mol
**LUMO energy**: 0.598 eV
**Gap between HOMO and LUMO**: 12.4 eV
**Energy relative to the best compared isomer or geometry (same formula, charge and spin)**: 152.8 kJ/mol

```
! RIJCOSX wB97M-V def2-TZVPD def2/J DEFGRID3
* xyz 0 1
C 1.0108 0.5686 0.0127
C -0.5975 -0.5303 0.0788
O 2.0871 1.0594 -0.0503
O -0.1504 0.9729 0.4821
O 0.6382 -0.6632 -0.4658
Cl -1.9565 -0.3486 -0.9595
H -1.0317 -1.0588 0.9020
*
```

***

(19)
Entry from the Open Molecules 2025 dataset: a 2-piece molecular cluster, C2HF2NO3 overall at a distorted geometry (the ωB97M-V functional and the def2-TZVPD basis).

**Molar mass**: 125.030 g/mol
**LUMO energy (alpha / beta)**: 0.633 / -1.861 eV
**Gap between HOMO and LUMO (alpha / beta)**: 6.6 / 10.1 eV
**⟨S²⟩**: 2.0069
**Energy relative to the best compared isomer or geometry (same formula, charge and spin)**: 165.9 kJ/mol

```
! RIJCOSX wB97M-V def2-TZVPD def2/J DEFGRID3
* xyz 0 3
C -0.4459 -2.5312 -0.6842
C 1.0081 1.1351 0.0249
N -0.1096 0.5211 0.2201
O -0.1870 -3.3896 0.0051
O -1.2363 1.2665 -0.0954
O -0.2729 -0.6158 0.6681
F 2.1687 0.5779 0.2905
F 1.0836 2.3476 -0.4831
H -2.0087 0.6883 0.0541
*
```

***

(20)
Entry from the Open Molecules 2025 dataset: a 2-piece molecular cluster, C2HF2O4S overall at a distorted geometry (the ωB97M-V functional and the def2-TZVPD basis).

**Molar mass**: 159.089 g/mol
**LUMO energy**: 3.569 eV
**Gap between HOMO and LUMO**: 7.9 eV
**Energy relative to the best compared isomer or geometry (same formula, charge and spin)**: 189.2 kJ/mol

```
! RIJCOSX wB97M-V def2-TZVPD def2/J DEFGRID3
* xyz -1 1
C -0.6437 -2.4461 -1.4464
C -0.3924 1.4289 1.5616
O 0.4074 1.1381 -0.5691
O -1.0763 0.6684 2.1251
O 1.3659 -0.7654 0.4217
O -0.7374 -1.2945 -1.1373
F 0.4214 -2.6555 -2.3604
F -1.0275 2.4365 0.7585
S 0.9520 -0.1989 -0.8544
H 0.7305 1.6887 1.5008
*
```